{
  "formula": "C36H49N6O",
  "method": "wB97M-V/def2-TZVPD",
  "charge": 1,
  "gap_ha": 0.161,
  "e_tot_ha": -1804.64725,
  "elements": ["C", "C", "C", "N", "N", "N", "C", "C", "C", "C", "C", "C", "C", "C", "C", "C", "H", "H", "H", "H", "H", "H", "H", "H", "H", "H", "H", "H", "H", "H", "H", "H", "H", "H", "H", "H", "H", "H", "H", "H", "H", "C", "N", "C", "O", "C", "C", "C", "C", "C", "C", "C", "C", "N", "C", "C", "C", "C", "C", "C", "C", "C", "N", "C", "C", "C", "C", "C", "H", "H", "H", "H", "H", "H", "H", "H", "H", "H", "H", "H", "H", "H", "H", "H", "H", "H", "H", "H", "H", "H", "H", "H"],
  "coordinates": [[-4.61, -2.44, -0.03], [-3.24, -2.02, -0.52], [-2.58, -3.09, -1.36], [-2.34, -1.83, 0.62], [-1.69, -2.89, 1.07], [-1.09, -2.47, 2.21], [-0.23, -3.51, 2.83], [0.82, -3.90, 1.82], [-1.13, -4.68, 3.17], [-1.36, -1.17, 2.49], [-0.85, -0.50, 3.77], [-1.43, 0.91, 3.90], [0.68, -0.41, 3.71], [-1.30, -1.30, 5.00], [-2.17, -0.70, 1.42], [-2.67, 0.53, 0.97], [-5.30, -2.58, -0.88], [-4.54, -3.39, 0.51], [-5.03, -1.68, 0.64], [-3.29, -1.06, -1.04], [-3.21, -3.35, -2.22], [-1.61, -2.75, -1.74], [-2.41, -3.99, -0.75], [0.23, -3.09, 3.73], [1.45, -4.70, 2.22], [0.33, -4.25, 0.90], [1.47, -3.05, 1.57], [-0.54, -5.51, 3.57], [-1.88, -4.40, 3.92], [-1.65, -5.01, 2.26], [-2.52, 0.86, 3.92], [-1.08, 1.37, 4.83], [-1.11, 1.54, 3.06], [1.15, -1.39, 3.67], [0.99, 0.16, 2.83], [1.04, 0.11, 4.61], [-0.94, -2.33, 4.99], [-0.91, -0.82, 5.90], [-2.39, -1.32, 5.05], [-2.29, 1.43, 1.43], [-3.62, 0.50, 0.43], [4.80, 3.06, -2.74], [3.71, 2.13, -2.51], [3.91, 0.78, -2.53], [4.97, 0.22, -2.79], [2.56, 0.13, -2.19], [2.60, -0.71, -0.90], [3.56, -1.87, -0.98], [4.63, -1.96, -0.09], [5.58, -2.97, -0.23], [5.43, -3.92, -1.25], [4.32, -3.87, -2.10], [3.38, -2.85, -1.97], [1.67, 1.28, -2.08], [0.38, 1.12, -1.75], [-0.51, 2.18, -1.60], [-1.85, 2.02, -1.25], [-2.77, 3.12, -1.26], [-4.18, 2.92, -1.15], [-5.06, 3.99, -1.15], [-4.58, 5.31, -1.26], [-5.47, 6.43, -1.19], [-6.17, 7.37, -1.11], [-3.21, 5.53, -1.41], [-2.32, 4.47, -1.40], [2.35, 2.58, -2.25], [2.32, 3.44, -0.97], [1.82, 3.37, -3.45], [5.72, 2.49, -2.86], [4.61, 3.65, -3.65], [4.90, 3.75, -1.89], [2.27, -0.52, -3.04], [2.88, -0.04, -0.07], [1.58, -1.07, -0.71], [4.72, -1.20, 0.70], [6.44, -3.00, 0.44], [6.18, -4.71, -1.37], [4.20, -4.62, -2.89], [2.52, -2.78, -2.63], [0.04, 0.09, -1.63], [-0.13, 3.18, -1.79], [-2.22, 1.00, -1.11], [-4.55, 1.90, -1.07], [-6.14, 3.82, -1.06], [-2.84, 6.55, -1.53], [-1.25, 4.69, -1.48], [2.81, 2.90, -0.15], [2.85, 4.38, -1.17], [1.30, 3.68, -0.67], [2.02, 2.81, -4.38], [0.75, 3.55, -3.39], [2.34, 4.34, -3.50]]
}